1.
{"formula": "C2H7N4O", "method": "ωB97M-V with the def2-TZVPD basis set", "symbols": ["N", "O", "C", "C", "N", "N", "N", "H", "H", "H", "H", "H", "H", "H"], "coordinates": [[0.161, -1.718, -1.860], [-0.150, -0.453, -2.267], [-0.377, 0.806, -1.170], [-0.098, 0.630, 0.235], [-0.404, 1.729, 1.010], [0.125, -0.520, 0.710], [0.249, -0.798, 1.956], [1.230, -2.022, -1.787], [-0.346, -2.148, -2.627], [-0.528, 1.748, -1.598], [-0.104, 1.865, 1.914], [-0.414, 2.610, 0.517], [0.116, -0.052, 2.698], [0.541, -1.678, 2.270]], "forces_ev_per_angstrom": [[1.0, -1.4, 0.7], [0.1, 6.2, 2.8], [2.4, -7.1, 0.1], [-2.2, 4.0, -2.4], [-0.6, 0.7, -2.2], [1.6, -4.9, 0.9], [-1.0, 4.1, 0.5], [-2.7, 1.6, -0.6], [0.6, -1.2, 0.3], [-0.4, 0.9, -1.2], [0.9, 0.0, 2.2], [-0.1, 0.0, 0.1], [0.1, -1.3, -1.0], [0.4, -1.6, -0.1]], "homo_lumo_gap_ha": [0.2591, 0.2510], "de_lowest_kcal_mol": 164.18, "fmax_ha_per_bohr": 0.146, "smiles": "NO/C=C(/N)N=[NH2+]", "charge": 1, "total_energy_ev": -10182.174}



2.
{"formula": "C14H46BClO11P2S7", "method": "ωB97M-V with the def2-TZVPD basis set", "symbols": ["O", "P", "O", "O", "B", "P", "O", "Cl", "H", "H", "H", "H", "C", "S", "O", "C", "H", "H", "H", "H", "H", "H", "C", "S", "O", "C", "H", "H", "H", "H", "H", "H", "C", "S", "O", "C", "H", "H", "H", "H", "H", "H", "C", "S", "O", "C", "H", "H", "H", "H", "H", "H", "C", "S", "O", "C", "H", "H", "H", "H", "H", "H", "C", "S", "O", "C", "H", "H", "H", "H", "H", "H", "C", "S", "O", "C", "H", "H", "H", "H", "H", "H"], "coordinates": [[5.054, 0.508, 1.111], [4.014, 0.603, 0.015], [4.331, -0.600, -1.092], [4.171, 2.100, -0.731], [2.271, 0.501, 0.812], [0.704, -0.311, 0.052], [1.110, -1.271, -1.277], [-0.400, 1.338, -0.696], [5.275, -0.530, -1.254], [3.683, 2.053, -1.566], [2.144, 1.029, 1.866], [1.500, -0.724, -1.971], [-2.223, 5.481, -3.067], [-1.264, 5.834, -1.582], [-0.554, 4.580, -1.206], [-2.683, 5.996, -0.482], [-1.529, 5.302, -3.886], [-2.836, 4.593, -2.908], [-2.854, 6.338, -3.305], [-3.266, 5.074, -0.493], [-3.298, 6.837, -0.804], [-2.313, 6.181, 0.525], [-2.769, 2.041, 1.617], [-1.789, 2.371, 3.088], [-1.082, 1.104, 3.444], [-3.195, 2.532, 4.206], [-2.085, 1.863, 0.785], [-3.390, 1.159, 1.776], [-3.397, 2.906, 1.396], [-3.786, 1.616, 4.190], [-3.806, 3.381, 3.898], [-2.813, 2.705, 5.212], [2.505, 2.514, -6.555], [3.444, 1.826, -5.181], [2.497, 1.648, -4.038], [4.411, 3.311, -4.854], [1.800, 1.757, -6.898], [1.961, 3.399, -6.224], [3.188, 2.770, -7.366], [3.744, 4.146, -4.635], [5.029, 3.539, -5.723], [5.051, 3.120, -3.993], [4.067, -4.073, 0.955], [2.702, -2.901, 0.996], [3.208, -1.608, 1.570], [1.780, -3.736, 2.296], [4.797, -3.720, 0.228], [4.532, -4.135, 1.940], [3.692, -5.050, 0.652], [2.391, -3.812, 3.194], [1.488, -4.728, 1.954], [0.887, -3.150, 2.512], [1.661, -2.717, -4.805], [0.368, -2.739, -6.061], [0.758, -1.761, -7.118], [-0.889, -1.949, -5.038], [2.569, -3.133, -5.239], [1.849, -1.691, -4.483], [1.353, -3.327, -3.956], [-0.534, -0.974, -4.703], [-1.111, -2.585, -4.181], [-1.787, -1.824, -5.640], [0.729, -4.813, 7.160], [1.955, -4.236, 5.972], [2.409, -5.423, 5.189], [3.234, -3.872, 7.187], [-0.154, -5.133, 6.610], [1.131, -5.653, 7.727], [0.463, -3.996, 7.831], [3.473, -4.774, 7.752], [2.884, -3.087, 7.857], [4.120, -3.528, 6.656], [-6.252, -1.683, 0.945], [-6.393, 0.113, 0.998], [-5.646, 0.582, 2.201], [-8.147, 0.151, 1.408], [-5.214, -1.937, 0.739], [-6.548, -2.104, 1.906], [-6.887, -2.073, 0.149], [-8.321, -0.390, 2.339], [-8.719, -0.299, 0.597], [-8.446, 1.191, 1.530]], "forces_ev_per_angstrom": [[-1.3, 0.6, -1.9], [3.3, 0.3, 2.2], [-1.3, 1.5, 0.3], [-0.5, -2.2, 0.2], [0.2, -0.7, -0.9], [-1.0, -1.3, 0.1], [-0.2, 1.6, 0.6], [1.1, -0.6, -0.2], [0.5, -0.1, 0.0], [-0.2, 0.3, -0.3], [0.0, 0.1, -0.2], [0.3, -0.1, -0.2], [-0.1, 0.0, 0.0], [0.1, -0.2, 0.1], [-0.3, 0.2, -0.1], [-0.1, 0.0, 0.0], [0.1, 0.0, 0.1], [0.1, 0.0, 0.1], [0.0, 0.0, 0.0], [0.1, 0.0, 0.0], [0.0, 0.0, 0.0], [0.1, 0.0, -0.1], [0.0, -0.1, -0.2], [0.0, -0.1, -0.1], [-0.2, 0.2, 0.0], [-0.1, -0.1, 0.1], [-0.2, 0.2, 0.4], [0.0, 0.1, 0.1], [0.0, 0.0, 0.1], [0.0, 0.0, -0.1], [0.0, 0.0, 0.0], [0.1, 0.0, -0.1], [-0.1, 0.0, 0.0], [0.0, 0.0, -0.1], [0.1, 0.1, 0.0], [0.0, 0.1, 0.1], [0.1, -0.1, 0.1], [0.0, 0.0, 0.1], [0.0, 0.0, 0.0], [0.0, -0.1, 0.0], [0.0, -0.1, 0.0], [0.0, -0.1, 0.0], [0.3, 0.3, 0.2], [-0.5, -0.6, -0.3], [-0.3, 0.5, 0.0], [0.0, 0.2, 0.1], [-0.1, 0.1, 0.0], [0.0, 0.0, 0.0], [-0.1, 0.1, 0.0], [0.0, -0.1, -0.1], [0.1, 0.0, 0.0], [0.0, 0.1, -0.1], [0.1, 0.1, 0.1], [0.1, 0.1, 0.0], [0.0, -0.1, 0.2], [0.0, 0.1, 0.1], [-0.1, 0.0, -0.1], [-0.1, 0.0, -0.1], [0.0, 0.0, 0.0], [0.1, 0.0, 0.0], [0.0, 0.0, 0.0], [0.1, 0.0, -0.1], [0.0, -0.1, 0.1], [0.0, 0.0, 0.1], [0.0, 0.1, 0.2], [0.1, 0.0, 0.1], [0.1, 0.0, -0.1], [0.1, 0.0, -0.1], [0.0, 0.0, 0.0], [0.0, 0.0, -0.1], [0.0, 0.0, -0.1], [-0.1, 0.0, -0.1], [0.0, -0.1, 0.1], [0.1, 0.0, 0.1], [-0.2, -0.1, -0.1], [-0.1, 0.0, 0.1], [0.0, 0.1, 0.0], [0.0, 0.1, 0.0], [0.0, 0.0, 0.0], [0.1, 0.0, 0.0], [0.0, 0.0, 0.0], [0.1, 0.0, 0.0]], "homo_lumo_gap_ha": 0.2972, "fmax_ha_per_bohr": 0.077, "charge": 0, "total_energy_ev": -145406.402}



3.
{"formula": "C2H3NO2S", "method": "ωB97M-V with the def2-TZVPD basis set", "symbols": ["O", "C", "N", "O", "C", "S", "H", "H", "H"], "coordinates": [[1.447, -0.006, 1.945], [0.397, 0.080, 1.386], [0.227, -0.028, -0.008], [1.380, -0.225, -0.719], [-0.964, 0.065, -0.634], [-1.155, -0.052, -2.249], [-0.591, 0.217, 1.874], [1.051, -0.263, -1.630], [-1.791, 0.211, 0.034]], "forces_ev_per_angstrom": [[-0.2, 0.1, -0.2], [-0.3, -0.2, -0.1], [0.2, 0.1, 0.5], [-0.1, 0.1, 0.4], [0.4, -0.1, -0.5], [0.1, 0.0, 0.1], [0.3, 0.0, -0.1], [-0.1, 0.0, -0.6], [-0.3, 0.1, 0.4]], "homo_lumo_gap_ha": 0.3398, "de_lowest_kcal_mol": 55.73, "fmax_ha_per_bohr": 0.013, "smiles": "O=CN(O)C=S", "charge": 0, "total_energy_ev": -18541.036}



4.
{"formula": "C4H6N2O", "method": "ωB97M-V with the def2-TZVPD basis set", "symbols": ["N", "C", "C", "O", "C", "C", "N", "H", "H", "H", "H", "H", "H"], "coordinates": [[-0.820, 1.811, 0.326], [-0.378, 0.531, 0.164], [0.855, 0.213, -0.478], [1.796, 1.204, -0.745], [0.967, -1.249, -0.339], [-0.179, -1.704, 0.213], [-0.998, -0.606, 0.533], [-0.040, 2.439, 0.135], [-1.309, 2.024, 1.186], [0.788, 0.567, -1.570], [1.797, -1.847, -0.691], [-0.531, -2.708, 0.406], [-1.948, -0.673, 0.862]], "forces_ev_per_angstrom": [[0.2, -0.2, 0.2], [-0.1, 0.0, -0.1], [-0.2, -0.1, 0.1], [0.2, 0.1, 0.2], [-0.1, -0.1, 0.0], [0.2, 0.0, 0.0], [0.0, 0.2, 0.0], [-0.1, 0.0, 0.0], [0.0, 0.0, -0.2], [-0.3, -0.1, -0.2], [-0.1, 0.1, 0.0], [0.1, 0.2, 0.0], [0.1, 0.0, 0.0]], "homo_lumo_gap_ha": [0.2880, 0.2880], "de_lowest_kcal_mol": 88.19, "fmax_ha_per_bohr": 0.007, "charge": 0, "total_energy_ev": -9269.677}



5.
{"formula": "C31H21F15GeN4PPbSSe2Te2", "method": "ωB97M-V with the def2-TZVPD basis set", "symbols": ["Pb", "Se", "Te", "Te", "Se", "F", "C", "C", "C", "F", "C", "F", "C", "F", "C", "F", "Ge", "S", "C", "C", "F", "C", "F", "C", "F", "C", "F", "C", "F", "C", "C", "F", "C", "F", "C", "F", "C", "F", "C", "F", "C", "P", "C", "C", "C", "C", "C", "C", "C", "H", "H", "H", "H", "H", "H", "H", "H", "H", "H", "H", "C", "C", "C", "C", "N", "C", "N", "N", "N", "H", "H", "H", "H", "H", "H", "H", "H", "H", "H"], "coordinates": [[0.451, 0.122, -1.472], [0.720, 2.539, 0.005], [-1.058, 3.954, -0.859], [0.156, 5.313, -2.821], [2.349, 4.436, -2.990], [-6.312, -0.139, 0.638], [-5.866, 0.485, -0.459], [-4.500, 0.572, -0.667], [-4.089, 1.260, -1.782], [-2.762, 1.380, -2.027], [-4.966, 1.865, -2.660], [-4.502, 2.565, -3.698], [-6.329, 1.746, -2.440], [-7.188, 2.306, -3.275], [-6.784, 1.041, -1.334], [-8.087, 0.909, -1.124], [-3.289, -0.219, 0.707], [-1.204, -0.716, 0.371], [-4.064, -2.013, 1.016], [-4.037, -2.877, -0.066], [-3.662, -2.384, -1.258], [-4.386, -4.208, 0.037], [-4.361, -5.010, -1.024], [-4.752, -4.708, 1.279], [-5.061, -5.990, 1.409], [-4.799, -3.869, 2.381], [-5.151, -4.353, 3.569], [-4.467, -2.532, 2.233], [-4.566, -1.725, 3.294], [-3.377, 0.991, 2.285], [-2.778, 0.594, 3.472], [-2.152, -0.588, 3.515], [-2.773, 1.389, 4.603], [-2.189, 0.974, 5.722], [-3.361, 2.645, 4.553], [-3.346, 3.427, 5.619], [-3.929, 3.091, 3.371], [-4.449, 4.314, 3.297], [-3.920, 2.265, 2.261], [-4.424, 2.758, 1.117], [2.660, -0.641, 1.630], [2.103, -1.440, 0.089], [3.667, -2.001, -0.681], [1.314, -2.982, 0.639], [0.507, -2.986, 1.776], [-0.153, -4.144, 2.155], [-0.007, -5.305, 1.410], [0.802, -5.308, 0.283], [1.449, -4.148, -0.112], [3.189, -1.366, 2.249], [1.794, -0.264, 2.173], [3.303, 0.195, 1.370], [4.086, -2.817, -0.094], [4.368, -1.169, -0.684], [3.494, -2.332, -1.704], [0.378, -2.084, 2.356], [-0.785, -4.132, 3.033], [-0.522, -6.210, 1.703], [0.924, -6.212, -0.297], [2.059, -4.161, -1.007], [7.566, 3.072, -1.040], [7.153, 3.020, -2.513], [6.312, 4.241, -2.874], [6.432, 1.713, -2.891], [5.095, 1.524, -2.326], [3.990, 1.071, -2.941], [3.039, 0.935, -2.044], [3.582, 1.327, -0.877], [4.802, 1.672, -1.032], [8.210, 3.936, -0.874], [8.129, 2.181, -0.756], [6.697, 3.158, -0.396], [8.062, 3.021, -3.119], [5.503, 4.363, -2.152], [5.868, 4.158, -3.869], [6.927, 5.138, -2.849], [7.044, 0.868, -2.570], [6.305, 1.671, -3.972], [3.915, 0.826, -3.986]], "forces_ev_per_angstrom": [[-0.8, -0.2, -0.6], [-0.2, 0.8, 0.0], [0.2, -0.7, 0.6], [0.3, 0.2, -0.5], [-0.2, 0.0, 0.1], [-0.2, 0.1, 0.0], [0.2, 0.0, -0.1], [0.3, -0.2, 0.3], [0.2, -0.1, 0.1], [0.0, 0.1, -0.1], [0.1, 0.0, 0.0], [-0.1, 0.0, 0.0], [0.2, -0.1, 0.1], [-0.1, 0.0, 0.0], [0.0, -0.1, 0.0], [0.0, 0.1, 0.0], [-0.6, 0.1, 0.1], [0.0, 0.0, 0.0], [0.2, 0.2, 0.1], [0.0, 0.3, 0.1], [0.0, -0.2, -0.1], [0.0, 0.0, 0.0], [0.0, 0.0, 0.0], [0.0, 0.1, 0.0], [0.0, -0.1, 0.0], [0.0, 0.1, 0.1], [0.0, 0.0, 0.0], [0.0, 0.1, -0.3], [0.0, -0.1, 0.1], [0.1, -0.2, -0.2], [-0.1, 0.1, -0.2], [0.0, 0.0, 0.2], [0.1, -0.1, 0.0], [0.0, 0.0, 0.0], [0.0, -0.1, -0.1], [0.0, 0.0, 0.1], [0.0, 0.0, 0.0], [0.0, 0.0, 0.0], [0.1, -0.2, 0.0], [-0.1, 0.1, 0.0], [-0.2, -0.1, -0.1], [0.4, -0.4, 0.6], [-0.2, 0.1, 0.0], [0.0, 0.1, -0.1], [0.1, 0.0, 0.0], [0.0, 0.0, 0.1], [0.0, 0.0, 0.0], [0.0, 0.0, -0.1], [0.0, 0.0, 0.0], [0.0, 0.0, 0.0], [0.0, 0.0, 0.0], [0.0, 0.0, 0.0], [0.0, 0.0, 0.0], [0.0, 0.0, 0.0], [0.1, 0.0, 0.0], [0.0, 0.0, 0.1], [0.0, 0.0, 0.0], [0.0, 0.0, 0.0], [0.0, 0.0, 0.0], [0.0, 0.0, 0.0], [0.2, 0.0, -0.2], [-0.4, 0.0, 0.2], [0.0, -0.1, -0.1], [0.6, 0.1, 0.1], [-0.6, 0.0, -0.3], [0.1, -0.1, 0.2], [0.5, 0.2, -0.3], [0.0, 0.0, 0.1], [0.3, 0.0, 0.2], [0.0, 0.0, 0.0], [0.0, 0.0, 0.0], [0.0, 0.0, 0.1], [-0.1, -0.1, -0.1], [0.0, 0.1, 0.0], [0.1, 0.0, 0.0], [-0.1, 0.1, 0.0], [-0.1, 0.0, -0.1], [0.0, -0.1, 0.0], [0.1, 0.1, 0.0]], "homo_lumo_gap_ha": [0.1835, 0.2078], "fmax_ha_per_bohr": 0.021, "charge": 1, "total_energy_ev": -306369.605}



6.
{"formula": "C22H25ClCuNO5", "method": "ωB97M-V with the def2-TZVPD basis set", "symbols": ["C", "C", "C", "H", "C", "C", "H", "C", "C", "C", "H", "C", "C", "H", "H", "H", "H", "H", "H", "Cu", "C", "C", "C", "H", "H", "H", "H", "H", "H", "C", "C", "H", "H", "O", "N", "C", "H", "C", "C", "H", "C", "H", "C", "H", "C", "H", "C", "H", "H", "H", "O", "Cl", "O", "O", "O"], "coordinates": [[2.291, 0.016, 0.786], [2.403, -0.682, -0.467], [1.837, 0.144, -1.482], [2.914, -1.640, -0.623], [1.382, 1.345, -0.891], [1.597, 1.266, 0.512], [0.979, 2.212, -1.423], [-1.286, -1.556, 1.270], [-0.234, -2.421, 0.760], [-0.295, -2.363, -0.667], [0.410, -3.045, 1.369], [-1.404, -1.554, -1.053], [-1.965, -1.013, 0.135], [1.831, -0.098, -2.547], [1.440, 2.061, 1.243], [2.721, -0.293, 1.742], [-2.850, -0.377, 0.184], [0.344, -2.928, -1.344], [-1.577, -1.481, 2.295], [0.254, -0.345, 0.605], [-1.940, -1.312, -2.449], [-3.458, -1.557, -2.433], [-1.278, -2.237, -3.477], [-3.672, -2.593, -2.140], [-3.855, -1.379, -3.436], [-3.962, -0.881, -1.732], [-1.420, -3.287, -3.192], [-0.203, -2.034, -3.575], [-1.754, -2.079, -4.451], [-1.642, 0.174, -2.808], [-2.169, 0.671, -4.154], [-0.550, 0.331, -2.764], [-2.072, 0.825, -2.023], [-3.066, 0.115, -4.796], [-1.595, 1.818, -4.638], [-0.419, 2.533, -4.142], [-2.048, 2.161, -5.474], [0.908, 1.933, -4.601], [2.095, 2.576, -4.221], [2.029, 3.501, -3.634], [3.335, 2.026, -4.558], [4.252, 2.523, -4.227], [3.400, 0.846, -5.316], [4.371, 0.421, -5.589], [2.217, 0.214, -5.725], [2.249, -0.709, -6.314], [0.969, 0.759, -5.371], [0.043, 0.269, -5.698], [-0.434, 2.566, -3.035], [-0.492, 3.567, -4.516], [1.033, 1.026, 4.019], [-0.111, 0.196, 3.716], [0.283, -1.200, 3.649], [-1.181, 0.396, 4.675], [-0.645, 0.585, 2.333]], "forces_ev_per_angstrom": [[-0.3, 0.8, -0.2], [0.0, 0.8, -0.5], [0.9, -0.3, -0.1], [-0.4, 0.4, 0.1], [-0.1, -0.5, -0.1], [1.4, -0.1, 0.5], [0.0, -0.4, 0.3], [-0.7, -2.2, -1.6], [-1.0, 1.2, 0.7], [-1.6, -0.1, -1.2], [0.0, 0.2, -0.1], [1.7, -1.1, -0.2], [0.2, -0.1, 1.3], [-0.1, 0.1, 0.4], [0.0, -0.4, -0.3], [-0.3, 0.2, -0.4], [0.4, -0.1, 0.1], [-0.1, 0.3, 0.2], [0.0, 0.1, 0.0], [0.1, -0.2, -0.3], [0.1, 0.4, 0.1], [-0.1, -0.2, -0.3], [-0.1, 0.1, -0.1], [0.1, 0.2, 0.1], [-0.1, -0.1, 0.3], [0.1, -0.2, -0.1], [0.1, 0.2, 0.0], [-0.2, 0.0, 0.1], [0.1, -0.1, 0.1], [0.0, 0.0, -0.1], [-0.4, -0.6, -0.1], [-0.4, -0.1, 0.0], [0.1, -0.2, -0.3], [0.8, 0.8, 0.4], [-0.1, 0.3, 0.1], [-0.3, -0.3, -0.1], [0.2, -0.1, 0.0], [0.2, -0.2, -0.2], [0.0, -0.4, -0.1], [0.1, -0.4, -0.2], [-0.2, 0.0, -0.2], [-0.3, -0.2, -0.1], [-0.3, 0.1, 0.1], [-0.4, 0.2, 0.1], [-0.1, 0.4, 0.2], [0.0, 0.4, 0.2], [0.3, 0.2, 0.1], [0.5, 0.2, 0.2], [-0.1, 0.0, -0.6], [0.0, -0.3, 0.3], [-0.4, -0.3, 0.0], [-0.8, 0.7, -1.7], [-0.1, 0.6, 0.4], [0.7, -0.2, -0.5], [0.7, 0.6, 3.3]], "homo_lumo_gap_ha": [0.2526, 0.2242], "de_lowest_kcal_mol": 0.00, "fmax_ha_per_bohr": 0.067, "charge": -1, "multiplicity": 2, "total_energy_ev": -92102.365}



7.
{"formula": "C2H3O3Si", "method": "ωB97M-V with the def2-TZVPD basis set", "symbols": ["O", "C", "O", "C", "O", "Si", "H", "H", "H"], "coordinates": [[-1.741, -2.071, 0.453], [-0.772, -1.410, 0.221], [0.203, -1.589, -0.516], [-0.184, -0.126, 0.772], [0.549, -0.139, 1.961], [0.449, 1.145, -0.353], [1.599, 0.606, -1.111], [0.505, 2.552, 0.050], [-0.609, 1.032, -1.477]], "forces_ev_per_angstrom": [[-1.9, -0.7, 0.6], [0.3, 1.1, 0.8], [1.7, -0.5, -1.8], [3.5, -0.8, 7.0], [-3.6, 0.2, -5.1], [-1.2, -0.5, -2.8], [0.5, 0.5, 0.4], [0.2, 0.2, 0.4], [0.5, 0.6, 0.4]], "homo_lumo_gap_ha": 0.3003, "de_lowest_kcal_mol": 22.15, "fmax_ha_per_bohr": 0.153, "smiles": "O=C([O-])C(=O)[SiH3]", "charge": -1, "total_energy_ev": -16142.112}



8.
{"formula": "C3H10NOS", "method": "ωB97M-V with the def2-TZVPD basis set", "symbols": ["C", "S", "C", "H", "H", "H", "H", "H", "H", "N", "C", "O", "H", "H", "H", "H"], "coordinates": [[2.947, -0.596, -0.489], [1.943, 0.139, 0.849], [0.511, -1.023, 0.843], [2.554, -0.330, -1.468], [3.036, -1.680, -0.496], [3.939, -0.209, -0.243], [-0.366, -0.419, 1.061], [0.381, -1.328, -0.189], [0.770, -1.918, 1.433], [-3.411, 1.249, -0.285], [-2.648, 0.127, -0.872], [-1.312, 0.124, -0.796], [-3.111, 1.422, 0.676], [-2.939, 2.070, -0.699], [-3.217, -0.777, -0.597], [-2.905, 0.136, -2.034]], "forces_ev_per_angstrom": [[0.0, 0.3, 0.6], [-0.2, -1.0, -0.3], [1.3, 0.0, -0.2], [0.2, 0.4, 0.0], [-0.2, -0.2, 0.5], [0.1, 0.1, -0.7], [-0.1, -0.4, 0.2], [-0.2, 0.1, -0.1], [-0.4, 0.5, 0.2], [0.5, 1.5, -0.2], [0.5, -0.4, -3.1], [-0.8, 0.2, 0.9], [0.0, -0.8, 0.2], [-0.5, -0.3, -0.2], [0.2, -0.5, 0.8], [-0.4, 0.4, 1.3]], "homo_lumo_gap_ha": 0.2146, "de_lowest_kcal_mol": 53.65, "fmax_ha_per_bohr": 0.062, "charge": -1, "total_energy_ev": -17645.116}